Entry 1:
88
Properties=species:S:1:pos:R:3:forces:R:3 method="wB97M-V/def2-TZVPD" e_tot_ev=-135747.039 total_charge=0 orbital_gap_ev="6.22 / 6.22" multiplicity=1
Pt 0.20999 1.30267 -0.32080 -0.11 0.05 0.09
C -4.04866 -3.42706 -4.25229 -0.07 -0.09 0.02
C -3.98875 -3.34548 -2.87238 -0.16 -0.12 -0.02
C -3.02883 -2.55342 -2.26822 0.11 -0.02 0.03
C -2.11340 -1.84189 -3.03576 0.14 0.07 0.37
C -2.15209 -1.96553 -4.42243 0.01 -0.02 -0.02
C -3.12062 -2.74712 -5.02519 -0.07 -0.06 -0.13
P -0.92847 -0.71268 -2.18206 -0.17 0.50 -0.76
C 0.49544 -0.89217 -3.31522 0.13 -0.13 0.34
C 0.95161 -2.17043 -3.63448 -0.02 0.07 0.03
C 2.11807 -2.33815 -4.35824 0.06 -0.08 -0.05
C 2.84918 -1.23055 -4.75765 0.11 -0.03 0.06
C 2.41383 0.04129 -4.42143 0.10 -0.01 -0.16
C 1.23963 0.21193 -3.71140 -0.14 0.10 0.02
C -1.58004 0.93068 -2.65846 0.08 -0.17 0.43
C -2.41189 1.24886 -3.72439 -0.17 0.01 0.27
C -2.81353 2.56414 -3.88938 -0.08 0.06 -0.25
C -2.36829 3.54704 -3.02006 -0.26 0.08 0.19
C -1.54144 3.22663 -1.95495 -0.10 0.03 0.00
C -1.14605 1.90719 -1.74729 1.87 0.73 -0.64
H -4.81126 -4.03169 -4.72315 -0.01 -0.04 -0.04
H -4.68720 -3.90653 -2.26685 -0.05 0.00 0.04
H -2.98587 -2.50410 -1.18828 0.00 0.03 0.02
H -1.41303 -1.45951 -5.02960 -0.02 0.05 -0.02
H -3.15826 -2.83731 -6.10185 0.04 0.04 -0.07
H 0.38074 -3.03633 -3.32617 -0.01 -0.07 0.04
H 2.46569 -3.33373 -4.60245 -0.02 -0.01 -0.03
H 3.76145 -1.36567 -5.31893 0.10 0.02 -0.05
H 2.99161 0.90379 -4.71820 0.04 0.11 -0.08
H 0.88399 1.20489 -3.46669 0.06 0.02 0.04
H -2.77211 0.48800 -4.40496 0.03 -0.02 0.03
H -3.47812 2.82581 -4.70134 0.00 0.02 -0.08
H -2.68802 4.57133 -3.15809 -0.02 0.07 -0.04
H -1.21634 4.01472 -1.28544 0.13 -0.03 -0.03
F 6.75163 0.57733 1.44382 -0.44 0.08 -0.16
C 5.55439 1.05604 1.01357 0.00 0.10 0.08
C 4.73290 1.71368 1.91670 0.52 -0.24 -0.02
C 3.54181 2.24015 1.47461 -0.51 0.00 -0.79
C 3.13926 2.12039 0.12565 1.41 -1.01 0.65
C 1.92179 2.71477 -0.33744 -3.06 0.15 -1.01
C 4.00250 1.42434 -0.75192 -0.69 0.42 0.38
C 5.19643 0.89854 -0.31588 0.46 -0.18 0.34
H 5.04523 1.80863 2.94476 0.06 0.02 0.12
H 2.89323 2.76928 2.16248 0.00 0.00 0.00
H 1.92953 2.98140 -1.39667 0.11 0.23 0.26
H 1.54980 3.51449 0.30663 0.11 0.02 -0.25
H 3.71957 1.31240 -1.78899 -0.08 -0.03 -0.09
H 5.85871 0.36763 -0.98319 0.06 -0.01 -0.06
C -0.37423 2.56901 4.76763 0.19 -0.58 -0.47
Si 0.42555 0.89643 4.27367 -0.10 0.05 0.98
C -0.29676 -0.44216 5.44450 0.23 0.40 -0.58
C 2.27843 1.05065 4.73196 -0.53 -0.16 -0.57
As -0.10885 0.36654 1.95403 0.52 -0.44 1.14
Si 0.90685 -1.78110 1.69790 0.49 -0.83 0.07
C 2.76167 -1.33667 1.74260 -0.67 0.02 0.07
C 0.47243 -3.04011 3.07103 0.12 0.52 -0.40
C 0.56068 -2.64203 0.03544 -0.04 0.50 0.48
Si -2.51116 0.46136 2.00470 -1.02 0.45 -0.09
C -3.23407 -0.03866 0.31407 0.49 0.02 0.44
C -2.92583 2.31477 2.24951 0.44 -0.58 0.00
C -3.38824 -0.51774 3.40049 0.62 0.25 -0.48
H 0.11142 2.98823 5.64539 0.18 -0.08 0.14
H -1.42713 2.45047 5.00719 -0.16 -0.06 -0.02
H -0.29229 3.29846 3.96589 -0.01 0.12 -0.12
H -0.22435 -0.12857 6.48200 0.08 0.24 0.17
H 0.23699 -1.38185 5.35894 0.12 -0.14 -0.07
H -1.34172 -0.64179 5.23570 -0.19 -0.02 -0.07
H 2.38800 1.13905 5.80993 -0.22 0.02 0.20
H 2.72826 1.93034 4.28536 0.07 0.18 -0.11
H 2.86050 0.18957 4.42103 0.08 -0.14 -0.05
H 3.03569 -0.87778 2.68860 0.03 0.05 0.08
H 2.97817 -0.61468 0.95747 -0.01 0.10 -0.11
H 3.41576 -2.19014 1.59377 -0.03 -0.31 -0.05
H 1.01003 -2.82549 3.98748 0.09 0.09 0.20
H 0.74815 -4.04534 2.76878 0.10 -0.18 -0.19
H -0.59035 -3.04524 3.29555 -0.18 0.04 0.04
H 0.97500 -2.05918 -0.78171 0.03 0.08 -0.06
H -0.50512 -2.76370 -0.13877 -0.15 0.00 -0.06
H 1.01451 -3.62741 -0.00635 0.19 -0.20 0.27
H -3.39108 0.84456 -0.30164 0.01 0.13 -0.01
H -4.17408 -0.57986 0.38282 -0.15 -0.04 0.22
H -2.52829 -0.66300 -0.22569 0.00 -0.09 0.02
H -2.19375 2.92221 1.71782 0.02 0.07 -0.08
H -2.90418 2.59974 3.29699 0.05 0.04 0.15
H -3.91160 2.56215 1.86251 -0.14 -0.14 -0.12
H -2.95484 -1.50059 3.55127 0.09 -0.22 0.04
H -4.43845 -0.65493 3.16450 -0.20 0.06 -0.21
H -3.33740 0.02575 4.33760 0.08 0.11 0.20

***

Entry 2:
43
Properties=species:S:1:pos:R:3:forces:R:3 method="wB97M-V/def2-TZVPD" e_tot_ev=-87725.541 total_charge=+1 orbital_gap_ev="6.61 / 5.44" multiplicity=5
Co 0.29077 0.76035 -0.19720 -1.71 0.24 -0.69
N -1.43315 -3.17991 0.79447 -0.29 0.10 0.13
C -1.24448 -1.85868 0.87944 -0.43 -0.13 -0.10
N -0.09607 -1.27466 0.71873 0.40 0.02 0.26
C 1.01744 -2.06922 0.46997 -0.11 1.05 -0.19
N 2.10247 -1.51026 0.04142 1.09 -1.94 0.09
N 2.03545 -0.20491 -0.19356 0.60 1.46 0.37
C 3.10588 0.51868 -0.12222 -0.57 -1.57 -0.21
C 2.89906 1.94042 -0.16359 -0.11 1.15 0.05
C 3.87458 2.86995 -0.52396 -0.25 -0.53 0.12
C 3.57730 4.21560 -0.44020 -0.44 0.09 0.17
C 2.33602 4.59084 0.05631 0.25 -0.12 -0.02
C 1.41182 3.61097 0.37809 0.02 0.23 0.17
N 1.65870 2.31090 0.23990 0.73 0.12 0.16
C 0.93091 -3.49502 0.69597 -0.35 -0.40 0.07
C 2.04324 -4.32831 0.82258 -0.18 -0.07 -0.03
C 1.86419 -5.68858 0.97036 0.11 0.05 -0.06
C 0.58470 -6.24261 0.93940 -0.07 0.19 -0.01
C -0.52888 -5.43076 0.84157 -0.01 0.04 0.00
C -0.35801 -4.05372 0.76547 0.90 -0.04 -0.04
H -2.36358 -3.57869 0.82667 0.10 0.31 0.12
H -2.11722 -1.24768 1.06817 0.01 -0.09 -0.08
H 4.07713 0.07577 0.06996 0.02 -0.06 -0.15
H 4.83595 2.53273 -0.87605 0.11 -0.09 -0.01
H 4.29613 4.95998 -0.74002 0.12 0.08 -0.01
H 2.08273 5.62662 0.19559 -0.07 0.17 0.01
H 0.44349 3.88086 0.77426 -0.03 0.00 -0.06
H 3.02577 -3.88395 0.81620 0.09 0.01 -0.05
H 2.72214 -6.33086 1.09807 0.05 -0.05 -0.04
H 0.46012 -7.31275 1.00775 -0.02 -0.06 0.03
H -1.52704 -5.84508 0.83392 -0.06 -0.09 0.06
S -1.73094 0.03227 -1.35649 -0.13 -0.45 0.16
C -2.76258 1.39265 -1.14047 0.31 -0.73 -0.13
C -4.11994 1.22052 -0.85087 -0.16 0.16 0.12
C -4.91662 2.32381 -0.66127 0.05 -0.42 -0.07
C -4.39932 3.61522 -0.82400 0.41 0.47 -0.13
C -3.08426 3.80643 -1.17102 -0.75 0.36 0.17
C -2.23266 2.70002 -1.29423 1.18 0.02 -0.25
S -0.55938 2.87541 -1.61298 -0.63 0.29 0.10
H -4.51201 0.21867 -0.74775 -0.03 0.00 -0.01
H -5.95316 2.19633 -0.39343 -0.15 -0.01 0.01
H -5.04761 4.46182 -0.66951 -0.06 0.15 -0.05
H -2.68912 4.79884 -1.32547 0.04 0.07 0.03

***

Entry 3:
7
Properties=species:S:1:pos:R:3:forces:R:3 method="wB97M-V/def2-TZVPD" de_lowest_kj_mol=0.00 e_tot_ev=-29539.214 total_charge=0 orbital_gap_ev="7.87 / 7.82" multiplicity=3
C 1.10998 0.32695 0.09867 -1.84 -3.85 0.28
C -1.16453 -0.42996 -0.12680 3.60 0.12 0.30
O -0.28241 0.58930 0.05392 0.50 0.76 0.29
O -0.70754 -1.51216 -0.29302 -1.53 -1.13 -0.25
S 2.13247 1.54906 -0.01211 1.94 2.78 -0.25
Cl -2.73296 0.16071 0.02164 -0.91 -0.06 -0.10
H 1.64501 -0.68390 0.25771 -1.76 1.39 -0.27

***

Entry 4:
16
Properties=species:S:1:pos:R:3:forces:R:3 method="wB97M-V/def2-TZVPD" de_lowest_kj_mol=197.14 e_tot_ev=-16152.336 total_charge=+1 orbital_gap_ev=9.77 multiplicity=1
C -1.24113 0.65569 -0.13877 -1.13 0.40 0.05
C -1.85396 1.77766 -0.78115 2.22 1.24 -1.43
C -0.81341 -0.72472 -0.17658 -0.47 -2.11 -0.52
N -1.37918 1.64217 0.62508 1.53 -0.87 0.78
N -0.81157 -1.39447 0.94804 -0.32 2.38 1.96
O 0.98966 -0.42133 -0.57449 0.22 0.92 2.05
Si 2.26503 0.15363 0.45056 -2.11 3.07 0.12
H -1.20109 2.34864 -1.48919 -0.84 -0.14 0.77
H -2.86334 2.00323 -0.75662 -2.02 -0.19 -0.74
H -0.96600 -1.36951 -1.10769 0.18 1.31 1.30
H -0.80099 -0.84666 1.86100 -0.11 -1.13 -1.64
H 1.18609 -0.58690 -1.45378 0.68 -0.51 -2.90
H -0.63109 -2.36218 0.99241 0.14 -1.12 0.00
H 3.14338 -0.87659 0.38914 2.15 -1.76 -0.14
H 2.65926 1.61676 0.11880 -0.16 -1.45 0.01
H 1.50292 0.18339 1.69509 0.05 -0.04 0.32

***

Entry 5:
15
Properties=species:S:1:pos:R:3:forces:R:3 method="wB97M-V/def2-TZVPD" de_lowest_kj_mol=217.19 e_tot_ev=-9862.536 total_charge=-1 orbital_gap_ev=7.14 multiplicity=1
H 0.10297 -2.60737 0.59686 -0.40 -1.19 -0.31
N 0.51158 -2.40884 -0.31442 -0.01 1.26 -0.60
C -0.35941 -1.50082 -0.80256 -0.58 0.03 3.49
O -1.60888 -1.46074 -0.54637 0.38 -0.01 -0.58
C 0.23689 -0.13807 -1.10112 0.45 -1.49 -1.46
C 0.85522 0.53119 0.10984 -0.93 1.86 -0.13
C -0.09191 1.12224 1.18137 -1.48 -1.04 -1.21
O -1.27265 1.66698 0.51020 0.67 -0.53 0.54
H -0.53252 0.47705 -1.54347 0.00 0.36 -0.37
H 1.03222 -0.34291 -1.83151 0.07 0.55 0.03
H 1.14079 1.50597 -0.32504 1.27 -0.49 0.08
H 1.60361 -0.09224 0.57658 0.52 0.12 -0.17
H 0.38362 2.00066 1.60276 0.09 -0.22 0.65
H -0.41531 0.33512 1.90223 0.27 0.73 -0.10
H -1.58621 0.91177 -0.01535 -0.31 0.04 0.14